(1)
A molecular structure, C28H45AlBeBr4ClF4N3O5S at a distorted geometry, computed with wB97M-V/def2-TZVPD.

Computed properties:
Multiplicity = 1
Calculated total energy = -13445.26852 a.u.
Highest occupied orbital energy = -7.781 eV
LUMO level = -0.240 hartree
Frontier orbital gap = 1.240 eV

Cartesian coordinates (Å):
C  -0.369  2.106  3.346
C  -1.026  1.140  2.640
C  -1.754  1.537  1.390
O  -1.093  1.793  0.428
O  -3.104  1.632  1.329
C  -3.759  0.360  1.424
C  -4.160  0.027  2.865
C  -5.350  -0.964  2.912
C  -5.046  -2.293  3.621
C  -4.363  -3.265  2.648
C  -2.937  -2.799  2.362
C  -1.873  -3.283  3.312
C  -2.088  -3.966  4.480
C  -0.996  -4.401  5.286
C  0.300  -4.173  4.933
C  0.555  -3.452  3.740
N  1.748  -3.116  3.210
S  1.423  -2.274  1.902
N  -0.173  -2.312  1.853
C  -0.529  -3.003  2.939
H  -0.961  2.884  3.833
H  0.717  2.103  3.383
H  -1.094  0.095  2.938
H  -3.073  -0.372  0.987
H  -4.658  0.372  0.817
H  -4.425  0.967  3.345
H  -3.332  -0.390  3.437
H  -6.165  -0.477  3.443
H  -5.727  -1.149  1.906
H  -4.438  -2.167  4.515
H  -5.999  -2.728  3.920
H  -4.920  -3.278  1.714
H  -4.336  -4.293  3.014
H  -2.869  -1.725  2.289
H  -2.629  -3.198  1.391
H  -3.092  -4.200  4.794
H  -1.207  -4.946  6.193
H  1.144  -4.507  5.514
C  3.215  0.518  -3.507
C  2.434  -0.706  -3.091
N  1.004  -0.440  -2.669
C  1.030  0.504  -1.498
C  0.389  -1.709  -2.125
C  0.194  -2.879  -3.073
C  0.159  0.236  -3.727
C  0.069  -0.387  -5.105
O  1.334  -0.441  -5.722
C  1.452  -1.443  -6.724
H  3.386  1.189  -2.664
H  4.232  0.211  -3.878
H  2.775  1.097  -4.318
H  2.915  -1.172  -2.228
H  2.411  -1.439  -3.888
H  1.681  0.089  -0.732
H  0.018  0.614  -1.114
H  1.396  1.470  -1.826
H  -0.567  -1.417  -1.693
H  1.047  -2.000  -1.308
H  -0.730  -2.791  -3.639
H  0.094  -3.787  -2.478
H  1.023  -3.031  -3.762
H  0.564  1.241  -3.827
H  -0.841  0.310  -3.300
H  -0.582  0.269  -5.697
H  -0.408  -1.366  -5.089
H  0.484  -1.710  -7.150
H  1.922  -2.338  -6.304
H  2.091  -1.056  -7.515
C  4.636  0.876  3.649
Br  3.215  -0.424  3.509
Br  6.325  0.120  3.137
Br  4.232  2.469  2.647
H  4.711  1.162  4.688
F  -2.689  4.145  3.968
Al  -4.390  4.223  4.242
F  -4.709  3.815  5.847
F  -5.153  3.105  3.212
F  -4.936  5.780  3.918
Cl  6.087  0.902  -3.958
O  5.302  6.990  -2.493
C  4.837  5.910  -2.660
O  5.167  4.835  -1.903
C  4.532  3.648  -2.410
C  3.345  4.176  -3.200
C  3.842  5.495  -3.738
H  5.244  3.100  -3.034
H  4.239  3.012  -1.578
H  3.000  3.405  -4.055
H  2.483  4.334  -2.547
H  4.380  5.384  -4.681
H  3.050  6.230  -3.846
Be  -1.555  -5.654  2.500
Br  2.268  3.041  -5.612

=====

(2)
9 unconnected molecules or ions with the total composition C43H52O11S3 at a distorted geometry, computed with wB97M-V/def2-TZVPD.

Computed properties:
Multiplicity = 2
Calculated total energy = -3691.33581 a.u.
Highest occupied orbital energy (spin up / spin down) = -10.959 / -10.957 eV
LUMO level (spin up / spin down) = -0.147 / -0.296 hartree
Net charge = +1
Frontier orbital gap (spin up / spin down) = 6.947 / 2.909 eV

Cartesian coordinates (Å):
C  33.356  -1.891  1.305
C  33.609  -0.406  1.666
O  32.689  -0.205  2.745
S  31.405  -1.425  2.849
O  30.334  -1.215  1.800
O  31.038  -1.850  4.156
O  32.539  -2.489  2.232
H  34.267  -2.446  1.079
H  32.734  -1.976  0.414
H  33.344  0.205  0.804
H  34.658  -0.447  1.962
C  28.328  -4.797  3.231
C  29.602  -5.681  3.152
O  30.083  -5.563  1.793
S  29.169  -4.578  0.869
O  28.059  -5.287  0.174
O  29.970  -3.644  0.146
O  28.507  -3.893  2.199
H  28.119  -4.380  4.216
H  27.542  -5.486  2.922
H  29.180  -6.620  3.511
H  30.395  -5.449  3.863
O  33.130  2.582  3.108
S  33.803  3.044  4.296
O  34.278  4.457  4.435
O  32.796  2.693  5.565
C  32.557  1.311  5.920
C  31.086  1.114  6.071
C  35.216  1.795  4.658
H  33.027  1.253  6.902
H  33.007  0.582  5.246
H  30.723  0.104  6.258
H  30.751  1.368  5.065
H  30.773  1.884  6.776
H  35.110  0.982  3.939
H  35.353  1.497  5.697
H  36.139  2.296  4.365
C  26.510  -3.238  -1.964
C  26.843  -2.385  -0.913
C  25.892  -1.485  -0.391
C  24.629  -1.549  -0.892
C  24.279  -2.478  -1.891
C  25.198  -3.385  -2.353
H  27.256  -3.801  -2.504
H  27.877  -2.435  -0.604
H  26.241  -0.706  0.270
H  23.979  -0.846  -0.393
H  23.283  -2.511  -2.307
H  24.955  -4.026  -3.188
C  25.243  6.291  3.627
C  25.261  5.004  3.057
C  24.676  4.759  1.871
C  23.915  5.747  1.275
C  23.854  7.022  1.795
C  24.477  7.290  3.010
H  25.814  6.488  4.522
H  25.772  4.218  3.594
H  24.651  3.848  1.291
H  23.434  5.467  0.350
H  23.244  7.799  1.359
H  24.484  8.333  3.290
C  26.118  0.325  2.983
C  25.322  0.981  3.976
C  25.751  0.951  5.272
C  26.846  0.181  5.611
C  27.548  -0.599  4.694
C  27.166  -0.540  3.412
H  25.702  0.500  2.002
H  24.460  1.597  3.765
H  25.245  1.479  6.067
H  27.124  0.151  6.654
H  28.455  -1.137  4.929
H  27.728  -1.153  2.723
C  31.283  -2.475  10.312
C  31.684  -3.475  9.426
C  31.123  -3.520  8.155
C  30.101  -2.640  7.801
C  29.716  -1.608  8.699
C  30.335  -1.459  10.004
H  31.936  -2.447  11.172
H  32.534  -4.078  9.711
H  31.565  -4.118  7.372
H  29.693  -2.592  6.802
H  28.919  -1.011  8.281
H  30.052  -0.736  10.754
C  23.158  5.161  6.236
C  24.326  4.766  6.844
C  24.354  3.778  7.811
C  23.238  2.953  7.984
C  22.056  3.397  7.430
C  21.992  4.488  6.480
H  23.241  6.043  5.619
H  25.281  5.201  6.590
H  25.376  3.640  8.131
H  23.290  2.147  8.700
H  21.137  2.891  7.685
H  21.080  4.797  5.990
C  24.724  -0.251  10.502
C  24.515  0.829  11.234
C  25.197  2.058  10.997
C  26.228  2.117  10.099
C  26.528  0.992  9.350
C  25.751  -0.183  9.492
H  24.154  -1.168  10.527
H  23.749  0.961  11.984
H  24.973  2.921  11.607
H  26.863  2.986  10.015
H  27.307  0.934  8.604
H  25.949  -1.025  8.845

=====

(3)
A molecular structure, C4H16AgCl2N6O4 at a distorted geometry, computed with wB97M-V/def2-TZVPD.

Computed properties:
Multiplicity = 2
Calculated total energy = -1858.98069 a.u.
Highest occupied orbital energy (spin up / spin down) = -8.559 / -8.295 eV
LUMO level (spin up / spin down) = 0.013 / -0.071 hartree
Energy above the lowest of the compared OMol25 structures with the same formula, charge and spin = 0.000 eV
Frontier orbital gap (spin up / spin down) = 8.907 / 6.350 eV

Cartesian coordinates (Å):
Ag  -37.851  10.305  -13.595
Cl  -39.766  10.691  -11.955
Cl  -35.786  9.801  -12.157
C  -37.738  13.447  -12.545
O  -37.326  12.623  -13.631
H  -38.801  13.671  -12.634
H  -37.573  12.907  -11.617
H  -37.131  14.355  -12.478
H  -37.422  13.097  -14.461
C  -39.500  7.340  -13.650
O  -38.535  8.056  -13.875
N  -40.599  7.774  -12.974
N  -39.557  6.026  -14.044
H  -40.702  8.746  -12.715
H  -41.342  7.121  -12.804
H  -40.349  5.448  -13.834
H  -38.756  5.599  -14.466
C  -40.461  10.194  -15.640
O  -39.486  10.884  -15.392
N  -40.440  9.149  -16.524
N  -41.665  10.417  -15.031
H  -39.646  8.987  -17.112
H  -41.280  8.621  -16.665
H  -41.675  11.121  -14.315
H  -42.498  9.922  -15.285
C  -35.744  9.229  -15.715
O  -36.688  9.973  -15.462
N  -34.676  9.618  -16.471
N  -35.684  7.960  -15.215
H  -33.910  8.978  -16.572
H  -34.550  10.606  -16.588
H  -36.524  7.502  -14.909
H  -34.816  7.461  -15.170